Density functional theory data (ωB97M-V/def2-TZVPD) for C22H26N4O3Pt as an isolated structure.

Summary:
DFT total energy = -1417.9439 a.u.
2S+1 = 3
⟨S²⟩ = 2.011
charge = 0
HOMO (spin up / spin down) = -6.65 / -7.46 eV
lowest unoccupied orbital energy (spin up / spin down) = 0.018 / -0.020 Ha
gap between HOMO and LUMO (spin up / spin down) = 0.2624 / 0.2542 Ha

Positions of all 56 atoms, in Å:
Pt -0.25417 1.48243 1.23791
O -2.20546 1.42902 0.34003
C -2.75481 2.21076 -0.51839
C -4.07373 1.89422 -0.96031
C -4.73712 2.65699 -1.88016
C -4.13322 3.79441 -2.44589
C -2.87027 4.13233 -2.04716
C -2.15478 3.37990 -1.08970
C -0.85069 3.84363 -0.74209
N -0.03559 3.30135 0.08649
C 1.26366 3.89795 0.34841
C 2.31409 2.79567 0.42988
N 1.88182 1.82033 1.41917
C 2.63780 0.80862 1.68167
C 2.31420 -0.24501 2.58766
C 3.31004 -1.19508 2.88434
C 3.08638 -2.25035 3.72932
C 1.81387 -2.40038 4.30004
C 0.81317 -1.50488 4.02358
C 1.01645 -0.38835 3.17381
O 0.02274 0.42300 2.98907
H -4.52677 1.01505 -0.51990
H -5.74309 2.38693 -2.17850
H -4.65836 4.38817 -3.18156
H -2.39049 5.00848 -2.47176
H -0.52399 4.75326 -1.25814
H 1.21916 4.40705 1.31489
H 1.53716 4.62683 -0.42123
H 3.27664 3.23116 0.71230
H 2.42257 2.33151 -0.55739
H 3.60899 0.73592 1.18010
H 4.28795 -1.07172 2.42938
H 3.87629 -2.95569 3.94982
H 1.61893 -3.23678 4.96042
H -0.17753 -1.62016 4.44535
C 0.21039 -3.63232 1.09705
N 0.02552 -3.18323 -0.26969
C 0.13948 -4.19504 -1.30038
C -0.55140 -3.73225 -2.56633
C 0.01916 -2.38243 -2.95172
N -0.07123 -1.45253 -1.84213
C -0.06172 -0.05218 -2.20613
C 0.02326 -1.83601 -0.52509
O 0.07933 -1.03799 0.41531
H -0.52916 -4.40005 1.33369
H 0.08072 -2.78821 1.76621
H 1.21299 -4.04532 1.24810
H -0.32220 -5.11066 -0.92695
H 1.19507 -4.42064 -1.50533
H -1.62333 -3.63761 -2.38345
H -0.39544 -4.45357 -3.36863
H -0.53572 -1.96257 -3.79228
H 1.06392 -2.49618 -3.27224
H -0.93468 0.18306 -2.82034
H 0.84267 0.19852 -2.77201
H -0.09951 0.55062 -1.30913

Mulliken atomic charge list, values in e, 4 entries: Pt 1.505; O -1.002; C 0.507; C -0.452